Below is a molecular structure, C9H7N2O5OsS at a distorted geometry, with properties calculated with ωB97M-V with the def2-TZVPD basis set.

Atoms and positions in Å:
O (1.38571, 0.14545, -4.65547)
C (0.94236, -0.14454, -3.63207)
Os (-0.06031, -0.52933, -1.99488)
O (-1.60211, 1.99498, -2.85181)
C (-1.07770, 1.03159, -2.47888)
C (-1.19484, -1.00476, -0.45939)
O (-1.89427, -1.24202, 0.43246)
C (1.56619, -1.80691, -1.31838)
O (1.44838, -2.56647, -0.36638)
C (-0.78830, -2.07477, -2.94130)
O (-1.16940, -2.97472, -3.56986)
H (2.51609, -1.85845, -1.92447)
C (1.04018, -0.63825, 2.44416)
N (0.20463, 0.51586, 2.08226)
C (-0.70607, 1.10446, 2.95439)
C (-1.29775, 2.12692, 2.28284)
N (-0.73301, 2.16327, 1.01337)
C (0.21965, 1.19415, 0.90731)
S (1.29965, 0.89662, -0.39553)
H (0.66279, -1.56563, 1.99677)
H (2.05799, -0.45516, 2.10859)
H (1.00606, -0.68124, 3.54152)
H (-0.80454, 0.73561, 3.96475)
H (-2.08907, 2.78585, 2.58797)
H (-0.93231, 2.84748, 0.27202)

Values from the calculation:
- charge = +3
- 2S+1 = 5
- E_HOMO (spin up / spin down) (eV) = -17.550 / -21.722
- gap between HOMO and LUMO (spin up / spin down) (eV) = 5.8 / 5.7
- DFT total energy (a.u.) = -1320.43251

=====

Below is C9H7N3O in the gas phase at a distorted geometry, with properties calculated with ωB97M-V with the def2-TZVPD basis set.

Atoms and positions in Å:
C (-1.80529, -0.35832, 0.07804)
C (-1.70568, 1.13115, -0.01434)
C (-0.42643, 1.56470, 0.00232)
C (0.71883, 0.73611, -0.00336)
C (2.11768, 1.21254, 0.02593)
C (3.14375, 0.30382, -0.01935)
C (2.90511, -1.10034, 0.04538)
C (1.58147, -1.52629, 0.01989)
C (0.47444, -0.62902, 0.05135)
H (-2.83954, -2.03485, -0.37439)
H (-2.63072, 1.80380, -0.13721)
H (-0.31349, 2.67749, -0.00581)
H (2.25133, 2.32768, -0.06719)
H (4.12685, 0.69382, -0.02996)
H (3.65619, -1.88113, 0.02956)
H (1.38976, -2.58460, 0.20774)
N (-4.36146, -0.55194, -0.21479)
N (-3.03030, -1.03534, -0.09592)
N (-0.76598, -1.21945, 0.20685)
O (-4.48652, 0.47017, 0.29527)

Values from the calculation:
- SMILES = O=NNc1ccc2ccccc2n1
- 2S+1 = 1
- E_HOMO (eV) = -8.698
- gap between HOMO and LUMO (eV) = 8.6
- energy relative to the best compared isomer or geometry (same formula, charge and spin) (kJ/mol) = 133.9
- DFT total energy (a.u.) = -586.57730